Record 1
2 unconnected molecules or ions with the total composition C4H11N2O2. Source: the OMol25 dataset; level of theory: ωB97M-V/def2-TZVPD.

HOMO level = -3.181 eV
Orbital gap = 0.2506 Eh

The geometry in ORCA input format:
```
! wB97M-V def2-TZVPD RIJCOSX def2/J DEFGRID3
* xyz -1 1
C -0.7080 -0.7039 2.1250
N 0.0946 0.1974 1.4486
C 1.0863 0.9212 2.2874
O -0.7425 -0.8302 3.3639
H -1.4562 -1.1767 1.4574
H 0.2783 0.0037 0.4326
H 0.5162 1.1537 3.1967
H 1.3955 1.8490 1.7888
H 1.9319 0.3116 2.5865
C 0.6487 -0.8785 -2.2931
N -0.1412 -0.5097 -1.1300
C -1.0424 0.7702 -1.5730
O -1.6281 0.6117 -2.7141
H 0.0473 -1.1328 -3.1846
H 1.3070 -1.7434 -2.0424
H 1.2715 -0.0241 -2.5595
H -0.8573 -1.2707 -1.0055
H -0.2814 1.6126 -1.4924
H -1.7203 0.8390 -0.6922
*
```

Record 2
A gas-phase ion, C4H11N2O2 (charge -1). Source: the OMol25 dataset; level of theory: ωB97M-V/def2-TZVPD.

HOMO level = -2.464 eV
Orbital gap = 0.2075 Eh
Structure (SMILES) = N[C@@H](CO)CNC[O-]

The geometry in ORCA input format:
```
! wB97M-V def2-TZVPD RIJCOSX def2/J DEFGRID3
* xyz -1 1
N -1.5063 -1.3567 -1.2810
C -0.3640 -0.4610 -1.0163
C -0.6960 0.9525 -1.4654
O -0.1319 1.2592 -2.7617
C -0.0373 -0.5737 0.4905
N 0.7049 0.5707 1.0233
C 0.9738 0.3589 2.5432
O 1.2913 -0.8808 2.9003
H -1.1900 -2.2848 -1.5511
H -1.9932 -1.0911 -2.1393
H 0.5386 -0.7162 -1.5821
H -0.1864 1.6235 -0.7896
H -1.7761 1.1430 -1.4237
H -0.8005 1.1015 -3.4385
H -0.9751 -0.7162 1.0298
H 0.5067 -1.5190 0.6113
H 1.6208 0.4289 0.6120
H 1.8386 1.0611 2.6546
H 0.0349 0.6930 3.0300
*
```

Record 3
A gas-phase ion, C4H11N2O2 (charge +1). Source: the OMol25 dataset; level of theory: ωB97M-V/def2-TZVPD.

HOMO level = -14.563 eV
Orbital gap = 0.4259 Eh
Structure (SMILES) = NC(=O)C[C@H]([NH3+])CO

The geometry in ORCA input format:
```
! wB97M-V def2-TZVPD RIJCOSX def2/J DEFGRID3
* xyz 1 1
N -0.4653 -2.0749 1.5071
C 0.3157 -1.0215 1.2081
O 0.4210 -0.0419 1.9430
C 0.9168 -0.9436 -0.1817
C 0.3132 0.2578 -0.8995
N 0.9342 1.4948 -0.2646
C -1.1628 0.4496 -0.7852
O -1.4178 1.8244 -1.0764
H -0.8523 -2.0788 2.4377
H -0.2578 -2.9531 1.0532
H 0.9021 -1.8252 -0.8254
H 1.9698 -0.7526 -0.0294
H 0.6300 0.2906 -1.9288
H 0.4881 2.3620 -0.5683
H 1.9307 1.5267 -0.4826
H 0.7908 1.3764 0.7645
H -1.5712 0.1773 0.2013
H -1.6959 -0.1722 -1.5080
H -2.1892 2.1042 -0.5651
*
```

Record 4
A gas-phase ion, C4H11N2O2 (charge +1). Source: the OMol25 dataset; level of theory: ωB97M-V/def2-TZVPD.

HOMO level = -14.151 eV
Orbital gap = 0.3899 Eh
Structure (SMILES) = NC(=O)[C@@H]([NH3+])CCO

The geometry in ORCA input format:
```
! wB97M-V def2-TZVPD RIJCOSX def2/J DEFGRID3
* xyz 1 1
N -2.4350 0.7333 0.0999
C -1.2739 1.2570 -0.3029
O -1.1123 2.4300 -0.5841
C -0.0989 0.2938 -0.5434
N 0.7144 1.0002 -1.5908
C 0.7884 -0.1157 0.6650
C 0.6960 -1.6198 0.8863
O 1.4713 -1.8980 2.0501
H -2.5864 -0.2083 0.4195
H -3.2105 1.3719 0.2052
H -0.5751 -0.5703 -1.0055
H 0.1745 1.2021 -2.4272
H 1.4808 0.3987 -1.9030
H 1.0808 1.8717 -1.2221
H 0.3476 0.4254 1.5059
H 1.8120 0.1987 0.5587
H 1.1157 -2.2187 0.0722
H -0.3444 -1.8263 1.1279
H 1.9551 -2.7260 1.9883
*
```

Record 5
2 unconnected molecules or ions with the total composition C4H11N2O2. Source: the OMol25 dataset; level of theory: ωB97M-V/def2-TZVPD.

HOMO level (alpha / beta) = -19.026 / -19.025 eV
Orbital gap (alpha / beta) = 0.3690 / 0.2187 Eh
<S²> = 0.77

The geometry in ORCA input format:
```
! wB97M-V def2-TZVPD RIJCOSX def2/J DEFGRID3
* xyz 2 2
C 1.5588 -0.2899 -1.2547
C 1.1226 -1.5233 -0.8688
N 1.3024 -2.6194 -1.6437
N 1.4956 0.8574 -0.3340
H 2.0064 -0.0543 -2.2207
H 0.6293 -1.6480 0.0996
H 0.4507 -3.1950 -1.7037
H 1.7081 -2.4781 -2.5655
H 0.9993 1.6288 -0.8049
H 2.4357 1.1922 -0.1100
H 0.9147 0.6397 0.5619
O -0.2757 0.2041 1.5935
C -1.3231 0.7089 1.1844
O -1.5713 0.8586 -0.1481
C -2.4288 1.2694 2.0247
H -1.0187 0.2267 -0.6147
H -3.3833 1.2687 1.5066
H -2.1479 2.2755 2.3552
H -2.4748 0.6779 2.9427
*
```

Record 6
C4H11N2OPS in the gas phase. Source: the OMol25 dataset; level of theory: ωB97M-V/def2-TZVPD.

HOMO level = -8.802 eV
Orbital gap = 0.2938 Eh
Structure (SMILES) = CC(C)C(=S)P(N)(N)=O

The geometry in ORCA input format:
```
! wB97M-V def2-TZVPD RIJCOSX def2/J DEFGRID3
* xyz 0 1
C 0.1622 1.9879 -1.3310
C -0.6590 1.5167 -0.1997
C -1.7839 0.5153 -0.5369
C 0.3540 0.4852 0.7760
S 1.1257 1.0508 2.0612
P 0.5468 -1.2305 0.2815
N 2.0543 -1.7291 0.7204
N -0.5914 -2.0853 1.1955
O 0.4780 -1.4832 -1.1518
H -0.3370 2.3635 -2.2439
H 0.5737 1.0999 -1.7667
H 0.7893 2.7091 -0.8479
H -0.7283 2.3706 0.4671
H -2.4619 0.9393 -1.2171
H -2.3876 0.0598 0.2751
H -1.3888 -0.3682 -1.0685
H 2.5131 -1.4202 1.5580
H 2.5629 -1.7474 -0.1137
H -0.4267 -1.9576 2.1906
H -0.3954 -3.0767 0.9517
*
```

Record 7
A gas-phase ion, C4H11N2OS (charge +1). Source: the OMol25 dataset; level of theory: ωB97M-V/def2-TZVPD.

HOMO level = -12.451 eV
Orbital gap = 0.3270 Eh
Structure (SMILES) = NC(=O)[C@@H]([NH3+])CCS

The geometry in ORCA input format:
```
! wB97M-V def2-TZVPD RIJCOSX def2/J DEFGRID3
* xyz 1 1
N -1.6170 -0.9822 -1.9416
C -0.4991 -0.2741 -1.7307
O 0.0184 0.4703 -2.5437
C 0.2439 -0.4664 -0.4015
N 1.6941 -0.2888 -0.7688
C -0.2163 0.5913 0.6071
C 0.0420 0.2151 2.0436
S -0.8350 1.1474 3.2987
H -2.0557 -0.9894 -2.8501
H -2.0474 -1.4732 -1.1740
H 0.0458 -1.4539 -0.0106
H 1.8374 -0.6867 -1.7023
H 2.3524 -0.7219 -0.1248
H 1.8423 0.7120 -0.9241
H -1.2859 0.7655 0.4183
H 0.2385 1.5474 0.3940
H -0.2289 -0.8136 2.3025
H 1.1065 0.3141 2.2812
H -0.6358 2.3870 2.8268
*
```

Record 8
A gas-phase ion, C4H11N2OSi (charge +1). Source: the OMol25 dataset; level of theory: ωB97M-V/def2-TZVPD.

HOMO level = -13.818 eV
Orbital gap = 0.3874 Eh
Structure (SMILES) = CC1=[NH+][Si](C)(C)ON1

The geometry in ORCA input format:
```
! wB97M-V def2-TZVPD RIJCOSX def2/J DEFGRID3
* xyz 1 1
C 2.8996 -0.4023 0.3152
C 1.5663 -0.0441 0.1068
N 0.4837 -0.7638 0.1997
Si -1.1074 0.1458 -0.0500
C -1.9207 -0.6174 -1.5896
C -2.0985 0.5295 1.6156
O -0.1154 1.4529 -0.4663
N 1.2839 1.1550 -0.4394
H 3.0485 -0.6700 1.3928
H 3.5499 0.5265 0.0357
H 3.1304 -1.1158 -0.4962
H 0.6315 -1.7223 0.1454
H -1.5934 -0.0956 -2.4945
H -1.8092 -1.7763 -1.7769
H -2.9724 -0.2603 -1.5407
H -3.0810 0.1546 1.2262
H -1.6795 -0.1726 2.2999
H -2.0494 1.5783 1.9271
H 1.8332 2.0979 -0.4107
*
```

Electronic energy in eV, matching the order above: -11401.455; -11400.573; -11395.949; -11395.176; -11382.049; -29478.505; -20183.173; -17225.400
Energy relative to the best compared isomer or geometry (same formula, charge and spin) in kcal/mol, matching the order above: 59.80; 80.14; 4.02; 21.84; 16.09; 13.19; 11.55; 21.15